{
  "formula": "C14H31F3O7S4",
  "method": "ωB97M-V/def2-TZVPD",
  "gap_ev": 9.0,
  "total_energy_ev": -80842.72284,
  "lumo_ev": 0.455,
  "homo_energy_ha": -0.3150,
  "multiplicity": 1,
  "species": ["C", "C", "O", "C", "O", "O", "C", "C", "C", "F", "F", "F", "H", "H", "H", "H", "H", "H", "H", "C", "S", "O", "C", "H", "H", "H", "H", "H", "H", "C", "S", "O", "C", "H", "H", "H", "H", "H", "H", "C", "S", "O", "C", "H", "H", "H", "H", "H", "H", "C", "S", "O", "C", "H", "H", "H", "H", "H", "H"],
  "xyz": [[-3.526113, 0.623871, 5.183104], [-3.257728, -0.004368, 4.068436], [-3.090665, 0.713411, 2.870943], [-1.762449, 0.932846, 2.601792], [-0.970834, 0.783879, 3.464301], [-1.451932, 1.259032, 1.349795], [-0.271402, 2.071248, 1.265823], [0.979848, 1.304557, 0.766381], [1.317556, 0.019136, 1.522550], [0.349362, -0.896635, 1.543456], [2.363764, -0.566991, 0.850904], [1.793543, 0.236453, 2.750885], [-3.539922, 0.028181, 6.098544], [-3.682674, 1.706325, 5.152481], [-3.214018, -1.098971, 4.042903], [-0.087400, 2.661329, 2.180285], [-0.490621, 2.827810, 0.486869], [1.889140, 1.927492, 0.772314], [0.798607, 1.033357, -0.292123], [3.778404, -2.343335, -1.165420], [5.404497, -3.022425, -0.809430], [6.219813, -2.902850, -2.048762], [4.868566, -4.736723, -0.679725], [3.882019, -1.271392, -1.322673], [3.371710, -2.805020, -2.066102], [3.116901, -2.521199, -0.318812], [4.394329, -5.048068, -1.611021], [4.170688, -4.837429, 0.152168], [5.745120, -5.355410, -0.493644], [8.904761, 0.491836, 2.536309], [8.546022, 1.131933, 0.891232], [7.292524, 1.926978, 0.988246], [8.119774, -0.456878, 0.162056], [9.160721, 1.330921, 3.181249], [8.027262, -0.018854, 2.934683], [9.750145, -0.195050, 2.482821], [7.292747, -0.907914, 0.711736], [8.989810, -1.113963, 0.184196], [7.819888, -0.291677, -0.871617], [-4.014631, 0.835405, -1.967760], [-2.389541, 0.159801, -1.596399], [-1.557061, 0.290496, -2.828416], [-2.921657, -1.557892, -1.486257], [-3.916406, 1.907197, -2.116872], [-4.406181, 0.376864, -2.876599], [-4.685198, 0.649438, -1.132700], [-3.383741, -1.863904, -2.425861], [-3.629358, -1.666872, -0.663594], [-2.045568, -2.175770, -1.294018], [-8.833677, 2.898011, -2.466223], [-7.683568, 1.528669, -2.260825], [-6.387176, 2.101900, -1.804123], [-7.517308, 1.158189, -4.015104], [-9.048501, 3.313704, -1.483224], [-8.385492, 3.666773, -3.096504], [-9.757948, 2.532521, -2.914911], [-7.152794, 2.037580, -4.547106], [-8.483453, 0.848165, -4.414292], [-6.802504, 0.344279, -4.126345]],
  "atomic_forces_ev_per_a": [[-0.1438, 0.3110, 0.3479], [-0.1810, -0.2360, -0.0868], [0.2972, -0.3068, -1.3452], [-0.8820, -0.7644, 0.4944], [1.7175, 0.1518, 1.1285], [-1.0105, 0.6090, 0.3105], [0.9617, 1.0374, -0.8162], [-0.8430, -0.3597, -0.0415], [1.2559, 0.4772, -0.9248], [-0.1406, 0.0969, 0.2675], [-0.2486, -0.0134, 0.0562], [-0.5188, -0.0537, 0.1508], [-0.3888, 0.4813, -0.2178], [0.2511, -0.4041, 0.4009], [0.3869, 0.4814, -0.5296], [-0.1556, -0.7523, -0.1308], [-0.0324, -0.4911, 0.3088], [-0.4828, -0.0891, 0.2084], [0.1018, -0.1105, 0.5519], [-0.1020, -0.0560, -0.1062], [-0.0593, 0.0430, 0.0066], [-0.0534, -0.0387, 0.0673], [-0.0464, -0.1244, -0.0336], [0.0780, -0.0318, 0.0532], [0.1081, -0.0373, -0.0123], [0.0614, 0.0159, 0.0162], [0.0277, 0.0742, -0.0209], [0.0248, 0.0485, 0.0054], [0.0249, 0.0878, -0.0054], [-0.0261, -0.0678, 0.1248], [0.0169, -0.0073, -0.0532], [0.0379, -0.1139, 0.0523], [-0.0627, -0.0833, -0.0104], [-0.0148, 0.0338, -0.0867], [-0.0290, 0.0307, -0.0686], [-0.0003, 0.0278, -0.0410], [0.0008, 0.0651, 0.0277], [0.0123, 0.0413, -0.0114], [0.0240, 0.0445, 0.0317], [0.3111, -0.2167, 0.0254], [-0.0746, 0.0448, -0.1262], [-0.0438, -0.0864, 0.0280], [-0.0285, -0.1301, -0.0338], [0.0356, -0.0378, 0.0559], [0.0925, -0.0293, -0.0086], [0.0811, 0.0470, 0.0296], [0.0258, 0.0701, -0.0209], [0.0255, 0.0521, 0.0088], [0.0212, 0.0813, -0.0005], [-0.0516, 0.1099, -0.0534], [-0.0755, 0.0227, 0.0222], [-0.4585, 0.1586, -0.1334], [0.0362, 0.0478, -0.1149], [0.0595, -0.0796, 0.0140], [0.0635, -0.0519, 0.0119], [0.0235, -0.0386, 0.0224], [0.0103, 0.0199, 0.0723], [0.0010, -0.0120, 0.0518], [-0.0212, 0.0112, 0.0806]]
}